C2H2O2S2 | ωB97M-V with the def2-TZVPD basis set

Structure (XYZ):
```
8
Properties=species:S:1:pos:R:3:forces:R:3:lowdin_charge:R:1
C -0.390422 0.374963 -0.025280 -2.435 -1.836 -1.689 -0.90
C 0.841734 -0.377639 -0.131900 4.329 -3.093 2.055 -0.75
H -1.017232 2.070814 0.356352 -0.580 0.159 -0.167 0.13
H -0.385121 -1.817467 -0.128688 1.669 -0.119 1.346 0.05
O -0.208264 1.594768 0.161925 1.374 3.785 0.995 0.07
O 0.568739 -1.698131 0.274887 -1.028 1.885 -2.663 -0.10
S -1.896276 -0.282172 -0.270212 0.566 -0.030 0.192 0.79
S 2.486842 0.134864 -0.237087 -3.896 -0.751 -0.070 0.71
```
Forces are in eV/Å.

Summary:
* LUMO level: -1.9 eV
* HOMO level: -9.280 eV
* net charge: 0
* SMILES: OC(=S)C(O)=S
* E: -1024.21023 hartree
* frontier orbital gap: 7.38 eV
* energy relative to the best compared isomer or geometry (same formula, charge and spin): 1.426 eV